Here is a 16-piece molecular cluster, C21H39BCl33O overall at a distorted geometry from the Open Molecules 2025 dataset. Energies are from ωB97M-V with the def2-TZVPD basis set.

Each line ends with the Mulliken charge.
Atoms and positions in Å:
C: 0.5582 3.3090 3.2683  0.01
C: 0.4146 1.7598 3.7948  -0.20
B: 0.0861 0.6569 2.6174  -0.14
O: 1.1859 -0.2603 2.1913  -0.27
C: -1.4444 0.5257 1.9428  -0.09
Cl: -1.5054 -0.9043 0.7576  -0.19
C: -2.4047 0.2447 3.2816  -0.09
Cl: -2.3441 -1.4695 4.0017  -0.24
C: -3.2134 1.3652 3.8404  0.18
C: -3.2837 2.8920 3.2140  0.06
Cl: -4.2415 1.0482 5.3769  -0.30
H: 1.6417 3.5706 2.8582  -0.46
H: -0.2161 3.6237 2.4458  0.06
H: 0.3608 3.9984 4.2224  0.29
H: -0.3956 1.6701 4.6652  0.22
H: 1.4710 1.4756 4.2706  0.06
H: 1.5982 -0.5937 3.0596  0.22
H: -2.3280 3.0974 2.5697  -0.28
H: -4.2067 2.9806 2.4704  -0.03
H: -3.3346 3.7265 4.0376  0.26
C: -5.4461 6.1752 1.6520  0.33
Cl: -5.3644 5.2470 3.1543  -0.07
Cl: -4.1190 5.7458 0.5659  -0.11
H: -6.3957 5.9637 1.1543  -0.40
H: -5.3824 7.2402 1.8879  0.34
C: -1.1166 -4.4717 0.1742  0.50
Cl: -1.5376 -3.7500 -1.3837  -0.18
Cl: -1.7619 -6.1117 0.3107  -0.19
H: -0.0284 -4.5086 0.2667  -0.31
H: -1.5343 -3.8571 0.9754  0.15
C: -2.9416 2.1225 -1.1188  0.13
Cl: -4.5629 2.5098 -1.7074  -0.19
Cl: -2.0497 3.5900 -0.6993  -0.16
H: -3.0268 1.4918 -0.2304  -0.12
H: -2.3978 1.5869 -1.9007  0.31
C: -9.0075 5.1379 4.9093  0.57
Cl: -9.9821 5.4655 3.4712  -0.12
Cl: -7.8737 6.4572 5.2234  -0.17
H: -9.6707 5.0261 5.7706  0.33
H: -8.4447 4.2142 4.7546  -0.61
C: 4.2876 4.1839 1.4520  0.33
Cl: 3.9038 3.0816 2.7797  -0.16
Cl: 3.7320 5.8242 1.8063  -0.18
H: 5.3702 4.1991 1.3039  -0.31
H: 3.7958 3.8302 0.5426  0.30
C: 2.7970 -3.1414 1.1158  0.05
Cl: 2.3760 -2.4197 -0.4421  -0.02
Cl: 2.1517 -4.7815 1.2523  -0.20
H: 3.8852 -3.1783 1.2083  0.33
H: 2.3793 -2.5268 1.9170  -0.13
C: 3.3161 -1.9008 -4.5200  -0.24
Cl: 4.7856 -1.4329 -3.6559  -0.11
Cl: 1.8704 -1.4091 -3.6294  -0.14
H: 3.3111 -1.4185 -5.5006  0.19
H: 3.3062 -2.9865 -4.6429  0.32
C: 6.1607 -0.2331 -6.9332  1.24
Cl: 4.8018 -1.3608 -7.0150  -0.22
Cl: 5.5954 1.4324 -6.7557  -0.17
H: 6.7853 -0.4903 -6.0742  -0.26
H: 6.7460 -0.3141 -7.8524  -0.60
C: -2.4680 -9.1984 -1.9441  -0.10
Cl: -2.1465 -9.9739 -0.3884  -0.16
Cl: -1.6330 -10.0368 -3.2574  -0.17
H: -3.5436 -9.2185 -2.1362  0.29
H: -2.1196 -8.1634 -1.9044  0.13
C: 8.6092 -1.3658 -3.1314  -0.23
Cl: 10.3193 -1.4920 -2.7019  -0.17
Cl: 8.3629 -0.1833 -4.4221  -0.16
H: 8.2547 -2.3421 -3.4710  0.26
H: 8.0432 -1.0539 -2.2503  0.28
C: -8.1977 1.4268 3.3697  -0.34
Cl: -7.4695 2.2383 4.7612  -0.18
Cl: -7.3696 1.8671 1.8713  -0.11
H: -8.1265 0.3455 3.5111  0.31
H: -9.2475 1.7208 3.2957  0.30
C: 8.4061 3.2175 2.6852  -0.20
Cl: 7.4315 3.5450 1.2472  -0.19
Cl: 9.5399 4.5368 2.9994  -0.16
H: 7.7429 3.1056 3.5466  0.23
H: 8.9689 2.2937 2.5306  0.29
C: 1.0791 -11.9856 -0.8475  -0.04
Cl: 1.6008 -13.0390 0.4728  -0.17
Cl: 2.4268 -11.6007 -1.9247  -0.16
H: 0.2993 -12.4932 -1.4206  0.23
H: 0.6834 -11.0579 -0.4272  0.12
C: -9.8839 4.7817 -0.2185  -0.33
Cl: -8.4144 5.2496 0.6456  -0.11
Cl: -11.3296 5.2734 0.6721  -0.17
H: -9.8889 5.2640 -1.1991  0.29
H: -9.8938 3.6960 -0.3414  0.27
C: 8.6353 -1.7182 -9.7398  -0.25
Cl: 8.1031 -2.6676 -8.3467  -0.12
Cl: 8.2935 0.0004 -9.5065  -0.18
H: 9.7118 -1.8522 -9.8713  0.28
H: 8.1084 -2.0680 -10.6309  0.27

Calculated total energy in eV: -438371.5706
Charge: -1
Kohn-Sham gap in eV: 5.1
HOMO energy in eV: -3.8
Energy above the lowest of the compared OMol25 structures with the same formula, charge and spin in kcal/mol: 101.39